Record 1
Below is a 2-piece molecular cluster, C2H2N5 overall in a non-equilibrium geometry, with properties calculated with ωB97M-V/def2-TZVPD.

Structure (XYZ):
```
9
Properties=species:S:1:pos:R:3
N 0.898 -0.971 2.077
N 0.013 -0.194 0.365
N -0.185 -0.826 1.468
N 1.843 -0.355 1.365
N 1.298 0.129 0.260
C -1.636 0.334 -1.546
C -2.423 0.750 -2.373
H 2.858 -0.298 1.519
H -2.667 1.430 -3.134
```

The calculation puts the HOMO-LUMO gap (spin up / spin down) at 7.31 / 7.14 eV. Its relative energy (zero: lowest compared OMol25 entry of this formula, charge and spin) is 203.5 kcal per mole. As for the spin multiplicity: 1. As for the charge: +1. Its electronic energy is -9538.18780 eV.


Record 2
Below is a 2-piece molecular cluster, C9H11NO2 overall in a non-equilibrium geometry, with properties calculated with ωB97M-V/def2-TZVPD.

Structure (XYZ):
```
23
Properties=species:S:1:pos:R:3
O 3.280 -1.566 0.074
O 3.526 1.109 -0.192
N -2.520 0.608 -0.280
C 2.145 -0.839 -0.105
C -2.614 -0.591 0.260
C -0.024 0.787 -0.258
C -1.511 -1.495 -0.238
C -0.175 -0.597 -0.296
C 0.914 -1.481 -0.332
C 2.276 0.606 -0.017
C -1.353 1.470 0.167
C 1.128 1.491 -0.274
H 1.254 2.495 -0.103
H -1.504 2.563 -0.304
H -1.425 -1.755 -1.229
H -3.731 -1.105 0.433
H 0.849 -2.523 -0.265
H -1.371 1.582 1.201
H -2.698 0.938 -1.289
H 3.369 2.076 0.429
H -2.276 -0.692 1.389
H -1.379 -2.435 0.314
H 3.840 -0.645 0.915
```

The calculation puts the HOMO-LUMO gap at 7.81 eV. Its relative energy (zero: lowest compared OMol25 entry of this formula, charge and spin) is 160.0 kcal per mole. As for the spin multiplicity: 1. As for the charge: 0. Its electronic energy is -15090.24828 eV.


> Among the records above, which one has the lowest electronic energy?

C9H11NO2


> Look up the electronic energy of the second one.

-15090.24828 eV


> Among the records above, which one has the highest electronic energy?

C2H2N5